# 1
This record from OMol25 describes a molecular structure, C38H38F5MnN4OS2Sb. The level of theory is ωB97M-V/def2-TZVPD.

```
90
Properties=species:S:1:pos:R:3:forces:R:3
Mn 0.2622 2.0217 -1.8046 -1.8 -0.6 -0.9
N -0.1075 3.1171 2.3350 0.2 0.1 -0.3
C 0.1910 2.6456 1.1105 -0.8 0.0 -1.0
S -1.0794 2.7126 -0.0928 -0.1 1.4 -0.2
N 1.3350 2.0913 0.8609 0.9 -0.1 0.9
N 1.5357 1.7423 -0.4257 2.2 -0.8 0.9
C 2.6924 1.1797 -0.7651 -1.4 0.4 1.5
C 3.6818 0.7053 0.2024 0.2 0.1 0.2
C 4.2349 -0.5701 0.0776 0.0 0.1 -0.1
C 5.1610 -1.0149 1.0009 0.2 0.0 0.0
C 5.5428 -0.1981 2.0540 0.1 0.0 -0.1
C 4.9980 1.0682 2.1802 0.0 0.1 0.0
C 4.0669 1.5187 1.2657 0.1 0.1 -0.1
C 2.9078 1.0901 -2.1852 0.2 -0.1 -1.5
C 4.1214 0.6840 -2.7607 -0.5 0.2 0.6
C 4.2675 0.6985 -4.1298 -0.5 0.2 -0.5
C 3.1894 1.1118 -4.9098 0.4 -0.1 0.3
C 2.0285 1.5216 -4.2837 -0.3 0.1 -0.2
N 1.8703 1.5293 -2.9578 1.0 -0.4 -0.1
H -0.9360 3.6843 2.4232 0.1 0.0 0.1
H 0.6557 3.2853 2.9703 0.0 -0.1 0.1
H 3.9114 -1.2248 -0.7220 0.0 0.0 0.0
H 5.5883 -2.0023 0.9006 0.0 -0.1 0.0
H 6.2656 -0.5499 2.7750 0.1 0.0 0.0
H 5.3017 1.7126 2.9906 0.0 0.0 0.1
H 3.6389 2.5043 1.3504 0.1 0.0 0.1
H 4.9382 0.3923 -2.1181 0.0 0.0 0.0
H 5.1998 0.4092 -4.5929 0.0 0.0 0.0
H 3.2589 1.1509 -5.9842 0.0 0.0 -0.1
H 1.1949 1.8693 -4.8769 -0.1 0.1 0.1
C -0.5890 -1.7951 -4.1307 -0.2 0.6 -0.2
S -1.0933 -0.0302 -4.0199 -0.6 -1.4 -0.1
C -2.8893 -0.2948 -4.1823 0.5 0.4 -0.1
O -0.8998 0.3010 -2.5507 0.3 0.5 0.2
H -1.3663 -2.4559 -3.7644 -0.1 0.0 0.1
H 0.3167 -1.9133 -3.5443 0.1 0.1 0.1
H -0.3743 -2.0099 -5.1709 0.0 -0.1 -0.2
H -3.0773 -0.8198 -5.1131 0.0 -0.1 -0.1
H -3.3632 0.6823 -4.2127 0.0 0.1 0.0
H -3.2539 -0.8589 -3.3308 0.1 -0.1 0.2
C -2.1781 -2.5611 3.1085 0.0 0.0 0.1
C -2.1420 -3.1191 1.7244 -0.2 -0.5 -0.1
C -2.4450 -4.4609 1.5177 0.0 0.0 0.1
C -2.4073 -5.0291 0.2584 0.0 -0.1 0.0
C -2.0795 -4.2514 -0.8379 0.1 -0.1 -0.1
C -1.7804 -2.9141 -0.6487 0.0 0.1 -0.1
C -1.8054 -2.3546 0.6162 0.2 1.1 0.3
Sb -1.1844 -0.2726 0.8268 0.1 -1.5 -0.3
C 0.5664 -0.9154 2.0376 -0.9 0.3 0.1
C 1.2811 -1.8646 1.3164 -0.1 0.0 -0.1
C 2.4071 -2.4594 1.8485 0.0 0.0 0.0
C 2.8520 -2.0762 3.1029 -0.1 -0.1 0.0
C 2.1546 -1.1175 3.8079 0.1 0.1 0.1
C 1.0039 -0.5226 3.2955 0.2 -0.2 -0.1
C 0.2592 0.4607 4.1388 -0.1 -0.1 -0.1
C -3.0635 0.4674 1.7250 1.1 -0.4 0.0
C -3.1779 0.9597 3.0137 -0.2 0.1 0.1
C -4.3929 1.4408 3.4766 0.1 0.1 0.1
C -5.4979 1.4306 2.6461 0.0 0.0 0.1
C -5.3810 0.9396 1.3594 0.0 0.1 0.0
C -4.1688 0.4625 0.8741 -0.1 0.1 0.1
C -4.0904 -0.0607 -0.5267 0.0 -0.1 0.0
H -2.5539 -3.3033 3.8068 0.0 0.0 0.1
H -2.8196 -1.6835 3.1559 0.0 0.0 0.1
H -1.1776 -2.2702 3.4242 0.1 0.1 0.1
H -2.7063 -5.0691 2.3704 0.0 -0.1 0.1
H -2.6315 -6.0779 0.1383 0.0 -0.1 0.0
H -2.0404 -4.6877 -1.8246 0.0 -0.1 -0.1
H -1.5171 -2.2829 -1.4889 0.0 0.0 -0.1
H 0.9409 -2.1614 0.3294 0.0 -0.1 0.0
H 2.9346 -3.2155 1.2879 0.1 -0.1 -0.1
H 3.7348 -2.5295 3.5264 0.1 0.0 0.1
H 2.4985 -0.8203 4.7878 0.1 0.0 0.1
H -0.3983 -0.0712 4.8278 -0.1 0.1 0.1
H -0.3353 1.1208 3.5140 0.0 0.0 0.1
H 0.9444 1.0618 4.7314 0.0 0.1 0.1
H -2.3300 0.9703 3.6794 0.1 0.0 0.1
H -4.4642 1.8327 4.4809 0.0 0.0 0.1
H -6.4448 1.8097 2.9976 -0.1 0.0 0.0
H -6.2425 0.9362 0.7088 -0.1 0.0 -0.1
H -4.9562 0.2564 -1.1014 -0.1 0.0 -0.1
H -4.0694 -1.1524 -0.5097 0.1 0.0 -0.1
H -3.1884 0.3056 -1.0226 0.0 -0.1 -0.1
F -1.9213 3.6574 -2.8036 0.5 -0.2 0.2
C -0.6346 3.2822 -3.1119 -1.2 0.9 -0.9
F -0.7349 2.9269 -4.4533 0.3 -0.2 0.4
C 0.2571 4.5414 -3.0523 0.7 0.8 0.5
F 1.0765 4.4278 -1.9400 -0.3 -0.1 -0.2
F -0.3729 5.6950 -2.9205 -0.2 -0.2 -0.2
F 1.0977 4.6240 -4.0832 -0.1 -0.2 -0.2
```
Positions in Å, forces in eV/Å.

Summary:
HOMO-LUMO gap (spin up / spin down), eV: 5.3 / 5.2
Multiplicity: 5
Energy above the lowest of the compared OMol25 structures with the same formula, charge and spin, kJ/mol: 0.0
LUMO level (spin up / spin down), eV: -4.1798 / -4.3522
Net charge: +1

These are the Mulliken partial charges, in e, on atoms 1 to 5:
1 Mn 0.8514
2 N -0.1567
3 C 0.0352
4 S -0.4740
5 N -0.9037

# 2
This record from OMol25 describes a molecular structure, C52H45MnN5O4. The level of theory is ωB97M-V/def2-TZVPD.

```
107
Properties=species:S:1:pos:R:3:forces:R:3
Mn 0.0168 0.1481 0.1320 0.1 -0.2 0.3
C -6.7420 6.1857 -3.7730 0.0 0.0 0.0
O -6.4313 6.0335 -2.4011 0.1 0.0 0.0
C -5.5006 5.0967 -2.0698 -0.1 0.0 0.0
C -4.9721 4.1707 -2.9607 0.0 0.0 0.0
C -4.0085 3.2692 -2.5180 0.0 0.0 0.0
C -3.5732 3.2639 -1.2026 0.2 0.2 0.0
C -4.1339 4.1859 -0.3181 0.0 0.0 0.0
C -5.0867 5.0921 -0.7393 0.0 0.0 0.0
C -2.4784 2.3480 -0.7655 -0.2 -0.2 0.0
C -1.1650 2.7356 -0.9811 0.1 0.1 0.0
C -0.7631 4.0451 -1.4351 0.0 0.0 0.1
C 0.5868 4.0496 -1.4557 0.1 -0.1 0.1
C 1.0139 2.7240 -1.0682 -0.1 0.1 -0.1
N -0.0694 1.9600 -0.7519 0.0 -0.1 -0.2
C 2.3200 2.2642 -1.1840 -0.1 0.1 -0.1
C 2.6603 0.9192 -1.0951 0.1 0.0 0.0
C 3.9251 0.3790 -1.5292 0.0 0.1 0.0
C 3.8243 -0.9653 -1.4520 0.0 -0.1 0.1
C 2.5174 -1.2542 -0.9142 0.1 0.1 0.1
C 2.0585 -2.5258 -0.5959 0.0 -0.1 -0.1
C 2.9209 -3.6972 -0.9281 0.0 0.0 0.1
C 4.0841 -3.9643 -0.2041 0.0 0.0 0.0
C 4.8830 -5.0469 -0.5101 0.0 0.0 0.0
C 4.5348 -5.8955 -1.5602 0.0 0.0 0.0
O 5.3859 -6.9318 -1.7916 0.0 0.0 0.0
C 5.0499 -7.8303 -2.8310 0.0 0.0 0.0
C 3.3788 -5.6499 -2.2901 0.0 0.0 0.0
C 2.5839 -4.5545 -1.9631 0.0 0.0 0.0
C 0.8454 -2.7701 0.0397 0.1 -0.1 0.3
N -0.1062 -1.8417 0.3602 -0.1 0.0 -0.2
C -1.0692 -2.5084 1.0670 -0.1 -0.2 -0.2
C -2.2941 -1.9650 1.4410 -0.2 0.2 0.1
C -3.2055 -2.7097 2.3526 0.1 -0.2 0.0
C -3.5512 -2.1420 3.5784 0.0 0.0 0.0
C -4.3174 -2.8382 4.5007 0.0 0.0 0.0
C -4.7505 -4.1218 4.2035 0.0 0.0 0.0
O -5.4894 -4.8317 5.1220 -0.1 0.0 0.0
C -4.6881 -5.5622 6.0414 0.0 0.0 0.0
C -4.4701 -4.6809 2.9652 0.0 0.0 0.0
C -3.7055 -3.9748 2.0495 -0.1 0.0 -0.1
C -2.7230 -0.7187 0.9851 -0.2 -0.1 -0.2
C -4.1064 -0.3096 0.9806 0.1 0.0 0.1
C -4.1754 0.8264 0.2518 0.1 0.0 -0.1
C -2.8290 1.1550 -0.1423 -0.1 0.2 0.3
N -1.9649 0.1935 0.3091 0.0 -0.1 -0.2
C -0.6765 -3.8807 1.2587 0.0 0.1 0.0
C 0.4823 -4.0527 0.5852 0.0 0.1 0.0
N 1.8319 -0.0920 -0.7073 -0.2 -0.1 -0.2
C 3.3718 3.2321 -1.6157 0.1 0.0 0.1
C 4.1294 3.9266 -0.6735 0.0 0.0 0.1
C 5.1302 4.7960 -1.0613 0.0 0.0 0.0
C 5.3980 4.9884 -2.4147 0.0 0.1 0.0
O 6.4054 5.8570 -2.7054 0.0 -0.1 0.0
C 6.8128 5.9529 -4.0564 0.0 0.0 0.0
C 4.6430 4.3176 -3.3700 0.0 0.0 0.0
C 3.6407 3.4448 -2.9585 0.0 0.0 0.0
H -7.3727 7.0673 -3.8454 0.0 0.0 0.0
H -7.2889 5.3197 -4.1555 0.0 0.0 0.0
H -5.8380 6.3352 -4.3685 0.0 0.0 0.0
H -5.2956 4.1385 -3.9906 0.0 0.0 0.0
H -3.5900 2.5545 -3.2163 0.0 0.0 0.0
H -3.8107 4.1908 0.7160 0.0 0.0 0.0
H -5.5187 5.8118 -0.0570 0.0 0.0 0.0
H -1.4371 4.8514 -1.6739 0.0 0.0 0.0
H 1.2474 4.8573 -1.7249 0.0 0.0 0.0
H 4.7610 0.9648 -1.8744 0.0 0.0 0.0
H 4.5636 -1.7039 -1.7131 0.0 0.0 0.0
H 4.3577 -3.3125 0.6170 0.0 0.0 0.0
H 5.7812 -5.2600 0.0537 0.0 0.0 0.0
H 5.8272 -8.5892 -2.8380 0.0 0.0 0.0
H 5.0283 -7.3255 -3.8005 0.0 0.0 0.0
H 4.0826 -8.3057 -2.6484 0.0 0.0 0.0
H 3.0869 -6.2903 -3.1091 0.0 0.0 0.0
H 1.6805 -4.3673 -2.5311 0.0 0.0 0.0
H -3.2055 -1.1423 3.8136 0.0 0.0 0.0
H -4.5896 -2.3922 5.4486 0.0 0.0 0.0
H -5.3690 -6.0391 6.7418 0.0 0.0 0.0
H -4.0114 -4.8958 6.5834 0.0 0.0 0.0
H -4.1001 -6.3254 5.5236 0.0 0.0 0.0
H -4.8691 -5.6577 2.7238 0.0 0.0 0.0
H -3.5256 -4.3950 1.0680 0.1 0.0 0.0
H -4.9118 -0.8547 1.4438 0.0 0.0 0.0
H -5.0493 1.4003 -0.0077 0.0 0.0 0.0
H -1.2126 -4.6149 1.8336 -0.1 0.0 0.0
H 1.0624 -4.9547 0.4823 0.0 0.0 0.0
H 3.9290 3.7777 0.3807 0.0 0.0 0.0
H 5.7219 5.3332 -0.3326 0.0 0.0 0.0
H 7.7025 6.5765 -4.0622 0.0 0.0 0.0
H 6.0411 6.4222 -4.6728 0.0 0.0 0.0
H 7.0560 4.9698 -4.4675 0.0 0.0 0.0
H 4.8188 4.4648 -4.4253 0.0 0.0 0.0
H 3.0550 2.9199 -3.7039 0.0 0.0 0.0
C 0.4660 -1.1528 3.4246 0.0 0.0 -0.1
C 0.4256 0.3331 3.0631 0.0 -0.1 0.0
C 1.6385 1.0325 3.6885 0.0 0.0 0.1
C -0.8774 0.9711 3.5671 0.0 0.1 0.0
N 0.4853 0.6207 1.6511 0.1 0.3 0.1
H 0.5225 -1.2667 4.5083 0.0 0.0 0.0
H 1.3418 -1.6307 2.9809 0.0 0.0 0.0
H -0.4218 -1.6750 3.0732 0.1 0.1 0.2
H 1.6249 0.9139 4.7742 0.0 0.0 0.0
H 1.6290 2.0952 3.4461 0.0 0.0 0.0
H 2.5638 0.6015 3.3037 0.0 0.0 0.0
H -1.0490 0.6790 4.6053 0.0 0.0 0.0
H -1.7245 0.6454 2.9619 0.0 0.0 0.1
H -0.8207 2.0586 3.5108 0.0 0.0 0.0
```
Positions in Å, forces in eV/Å.

Summary:
HOMO-LUMO gap (spin up / spin down), eV: 5.9 / 5.9
Multiplicity: 2
Energy above the lowest of the compared OMol25 structures with the same formula, charge and spin, kJ/mol: 29.9
LUMO level (spin up / spin down), eV: -0.8609 / -0.9397

These are the Mulliken partial charges, in e, on atoms 1 to 5:
1 Mn -0.2677
2 C -0.8676
3 O -0.4632
4 C 0.9878
5 C -0.6331

Summary of largest force on an atom in eV Å⁻¹
2.53, 0.36
(order as listed above)